# C12H35BrMgN3O4

A molecular structure, C12H35BrMgN3O4 in a non-equilibrium geometry (wB97M-V/def2-TZVPD, the OMol25 dataset).

XYZ file:
```
56
Properties=species:S:1:pos:R:3:forces:R:3
Mg -0.06171 -0.21308 -6.37146 0.721 0.332 2.347
Br 0.85222 0.25628 -3.28916 -0.700 -0.360 -2.321
O 4.82753 2.05813 -2.74315 0.119 -0.031 -0.269
H 3.98354 1.69183 -3.00724 -0.192 -0.080 -0.052
H 4.75056 2.18043 -1.79692 0.014 0.152 0.371
C 2.94312 5.39688 1.93041 -0.268 0.148 0.472
C 2.19483 4.90227 0.70267 0.480 0.224 0.002
C 2.46655 5.76300 -0.51318 -0.782 0.808 -0.791
O 2.27987 7.18109 -0.26930 -0.059 -3.222 3.706
C 2.30147 7.98693 -1.32022 0.406 1.277 -2.491
N 2.65127 3.51027 0.46998 0.660 1.150 -0.046
H 4.03004 5.39027 1.84881 -0.003 -0.394 -0.312
H 2.62161 4.72508 2.72628 0.326 0.089 0.418
H 2.70690 6.41288 2.24671 -0.390 -0.060 -0.265
H 1.13263 4.83851 0.93881 -0.218 0.646 -0.050
H 1.76363 5.48630 -1.29895 -0.337 -0.086 -0.286
H 3.43585 5.49433 -0.93316 0.510 0.439 0.246
H 3.29322 7.95183 -1.77111 0.189 0.270 -0.570
H 2.08914 9.01955 -1.04323 0.037 -0.068 0.295
H 1.55282 7.70298 -2.05980 -0.164 -0.056 -0.462
H 2.05475 2.99306 -0.15991 -0.257 -0.141 0.432
H 2.68471 3.17093 1.42068 -0.107 -1.081 -0.348
C -4.91364 -2.12414 -2.48090 -1.072 -0.186 0.042
C -4.42283 -1.59500 -1.15195 -0.543 1.358 1.193
C -5.37444 -1.81074 0.11760 -1.613 0.600 -2.226
O -5.40031 -0.88700 1.20922 0.254 -0.261 0.520
C -6.66137 -0.97953 1.96605 1.042 0.089 -0.888
N -3.10765 -2.12749 -0.90554 0.057 -0.622 0.722
H -5.92075 -1.82525 -2.77160 -0.265 0.161 0.488
H -4.91365 -3.21412 -2.48807 0.405 0.015 -0.313
H -4.32517 -1.64590 -3.26391 0.507 -0.556 -0.097
H -4.33922 -0.51889 -1.30394 -0.315 0.475 0.301
H -5.37014 -2.87578 0.34950 0.295 -0.081 0.718
H -6.35400 -1.59940 -0.31124 -0.335 -0.613 -0.558
H -7.53227 -0.68656 1.37970 0.077 -0.177 -0.606
H -6.65385 -0.23994 2.76670 0.573 -0.375 0.153
H -6.79206 -2.00905 2.29940 -0.046 0.124 0.327
H -2.41044 -1.69373 -1.49363 0.141 0.097 0.194
H -2.94772 -1.92612 0.07117 0.864 -0.034 0.026
C 2.37874 -2.66895 0.84267 -0.830 -0.464 1.191
C 2.49110 -4.14806 0.44380 -0.217 -0.245 0.069
C 1.44568 -5.19222 1.08877 1.908 1.133 0.931
O 1.64152 -5.16031 2.53561 -0.696 -0.196 -0.935
C 0.87489 -6.11629 3.26580 -0.082 0.183 0.404
N 2.39280 -4.18483 -1.03228 -0.312 0.413 0.345
H 1.38888 -2.27214 0.61723 -0.335 -0.082 0.017
H 3.06926 -2.01065 0.31548 0.377 -0.347 0.021
H 2.51606 -2.58022 1.92033 0.085 0.274 0.025
H 3.54473 -4.36536 0.61914 -0.251 -0.943 0.799
H 1.66445 -6.19982 0.73524 0.216 -0.008 -0.200
H 0.41886 -4.97371 0.79551 -0.132 0.391 0.074
H 1.35965 -6.29558 4.22547 0.559 -0.247 -0.301
H 0.68958 -7.04727 2.73005 0.420 -0.119 -0.144
H -0.10506 -5.79130 3.61537 -0.346 0.677 -0.580
H 1.82978 -3.35183 -1.12828 -0.820 -0.067 -1.104
H 3.28396 -3.78277 -1.28581 0.445 -0.325 -0.633
```
Positions in Å, forces in eV/Å.

The largest force on an atom is 0.096 hartree/bohr. As for the energy relative to the best compared isomer or geometry (same formula, charge and spin): 99.5 kcal/mol. The LUMO energy comes out at -8.98 eV. The HOMO energy comes out at -0.4098 Eh. For the total energy, the calculation gives -3717.048081 hartree. As for the frontier orbital gap: 2.2 eV. Its total charge is +1. The molar mass comes out at 389.6 u.

Here are the Löwdin charges for atoms 1 to 6, given in e: 1.1986 -0.1902 -0.0550 -0.0085 0.0248 -0.0609